{
  "formula": "CH2Br2O2S",
  "method": "ωB97M-V/def2-TZVPD",
  "symbols": ["C", "O", "O", "S", "Br", "Br", "H", "H"],
  "coordinates": [[-0.863, -0.320, 1.154], [2.341, 0.243, -0.494], [0.317, 1.424, -1.405], [0.915, 0.340, -0.677], [-1.686, 1.314, 1.138], [0.364, -1.443, -2.120], [-0.034, -0.388, 1.833], [-1.355, -1.169, 0.572]],
  "mulliken_charge": [-0.548, -0.452, -0.418, 0.729, 0.094, -0.192, 0.409, 0.377],
  "lumo_ev": [-2.33, -2.84],
  "orbital_gap_ev": [7.3, 6.6],
  "relative_energy_kcal_mol": 39.4,
  "total_energy_ha": -5735.8921
}

---

{
  "formula": "C64H50N2P3S5SbSiV",
  "method": "ωB97M-V/def2-TZVPD",
  "symbols": ["V", "C", "C", "C", "C", "C", "C", "P", "C", "C", "C", "C", "C", "C", "C", "C", "C", "C", "C", "C", "Si", "C", "C", "C", "C", "C", "C", "P", "C", "C", "C", "C", "C", "C", "C", "C", "C", "C", "C", "C", "C", "C", "C", "C", "C", "C", "P", "C", "C", "C", "C", "C", "C", "C", "C", "C", "C", "C", "C", "H", "H", "H", "H", "H", "H", "H", "H", "H", "H", "H", "H", "H", "H", "H", "H", "H", "H", "H", "H", "H", "H", "H", "H", "H", "H", "H", "H", "H", "H", "H", "H", "H", "H", "H", "H", "H", "H", "H", "H", "H", "H", "S", "Sb", "S", "S", "S", "S", "C", "C", "C", "N", "C", "C", "C", "C", "C", "N", "C", "C", "H", "H", "H", "H", "H", "H", "H", "H"],
  "coordinates": [[-0.597, 0.040, 0.107], [-3.166, -5.914, -1.388], [-3.689, -4.871, -2.138], [-3.030, -3.659, -2.198], [-1.825, -3.473, -1.523], [-1.318, -4.520, -0.747], [-1.978, -5.731, -0.691], [-0.923, -1.870, -1.494], [-1.656, -1.108, -3.001], [-1.003, -1.034, -4.228], [-1.534, -0.279, -5.259], [-2.706, 0.435, -5.078], [-3.370, 0.365, -3.864], [-2.845, -0.394, -2.835], [0.676, -2.534, -2.075], [0.763, -3.428, -3.138], [2.006, -3.861, -3.562], [3.157, -3.404, -2.937], [3.058, -2.546, -1.855], [1.820, -2.119, -1.400], [1.505, -1.067, 0.172], [3.077, -0.012, 0.336], [4.242, -0.463, 0.948], [5.400, 0.289, 0.912], [5.402, 1.518, 0.265], [4.244, 1.994, -0.315], [3.071, 1.243, -0.265], [1.605, 1.980, -1.086], [2.389, 1.900, -2.855], [3.423, 1.027, -3.186], [3.700, 0.701, -4.505], [2.952, 1.244, -5.533], [1.917, 2.113, -5.229], [1.635, 2.417, -3.913], [1.898, 3.798, -0.798], [1.665, 4.800, -1.726], [1.910, 6.126, -1.407], [2.416, 6.468, -0.170], [2.653, 5.473, 0.766], [2.386, 4.157, 0.460], [1.642, -2.336, 1.586], [2.548, -3.368, 1.734], [2.631, -4.062, 2.932], [1.795, -3.727, 3.987], [0.851, -2.728, 3.840], [0.774, -2.040, 2.632], [-0.417, -0.703, 2.314], [-1.844, -1.416, 3.217], [-2.252, -2.654, 2.718], [-3.357, -3.298, 3.234], [-4.094, -2.700, 4.244], [-3.694, -1.476, 4.752], [-2.572, -0.839, 4.250], [0.184, 0.568, 3.477], [-0.624, 1.659, 3.805], [-0.144, 2.664, 4.620], [1.156, 2.612, 5.099], [1.982, 1.564, 4.731], [1.503, 0.547, 3.924], [-3.681, -6.866, -1.349], [-4.619, -5.000, -2.679], [-3.447, -2.852, -2.785], [-0.392, -4.372, -0.199], [-1.571, -6.542, -0.100], [-0.045, -1.517, -4.355], [-1.009, -0.222, -6.203], [-3.085, 1.070, -5.867], [-4.287, 0.920, -3.714], [-3.361, -0.411, -1.882], [-0.138, -3.784, -3.624], [2.082, -4.553, -4.392], [4.131, -3.711, -3.301], [3.954, -2.195, -1.359], [4.237, -1.429, 1.437], [6.305, -0.090, 1.370], [6.317, 2.093, 0.199], [4.246, 2.949, -0.824], [4.018, 0.570, -2.404], [4.496, 0.000, -4.734], [3.163, 0.976, -6.562], [1.309, 2.536, -6.019], [0.762, 3.020, -3.706], [1.256, 4.586, -2.694], [1.685, 6.895, -2.132], [2.608, 7.505, 0.079], [3.037, 5.726, 1.748], [2.557, 3.397, 1.212], [3.204, -3.625, 0.912], [3.366, -4.849, 3.054], [1.884, -4.250, 4.930], [0.194, -2.468, 4.660], [-1.675, -3.111, 1.921], [-3.647, -4.264, 2.845], [-4.972, -3.191, 4.643], [-4.259, -1.010, 5.548], [-2.261, 0.101, 4.678], [-1.619, 1.745, 3.391], [-0.778, 3.504, 4.867], [1.528, 3.389, 5.756], [3.012, 1.541, 5.066], [2.160, -0.260, 3.625], [-1.452, 4.506, -2.908], [-1.960, 3.148, -1.115], [0.171, 0.766, -1.943], [0.334, 1.996, 0.764], [-2.566, 4.669, 0.516], [-6.977, 0.338, 1.372], [-5.219, 0.163, 1.231], [-4.668, -1.018, 0.728], [-3.334, -1.055, 0.422], [-2.492, -0.007, 0.574], [-3.022, 1.094, 1.152], [-4.345, 1.231, 1.477], [-7.188, 0.937, -0.295], [-6.978, 2.282, -0.603], [-7.150, 2.686, -1.911], [-7.501, 1.869, -2.903], [-7.649, 0.582, -2.603], [-7.505, 0.062, -1.335], [-5.282, -1.892, 0.568], [-2.902, -1.970, 0.028], [-2.329, 1.896, 1.377], [-4.698, 2.161, 1.895], [-6.693, 2.990, 0.158], [-7.012, 3.724, -2.188], [-7.913, -0.060, -3.438], [-7.645, -0.992, -1.146]],
  "mulliken_charge": [-1.406, -0.641, -0.674, -0.485, 0.294, -0.486, -0.730, 3.235, 0.112, -0.706, -0.709, -0.740, -0.906, -0.315, -0.811, -0.385, -0.925, -0.898, 0.080, -0.323, 1.885, 0.562, -0.134, -0.812, -1.154, -0.242, -1.200, 1.844, 0.124, -0.592, -0.704, -0.611, -1.009, 0.215, 1.194, -0.871, -0.906, -0.686, -1.048, -0.333, 1.046, 0.057, -0.929, -0.947, -0.244, -1.825, 3.926, 0.461, -0.862, -0.665, -0.764, -0.645, -0.484, 0.407, -0.052, -1.333, -0.847, -0.752, -0.892, 0.354, 0.449, 0.415, 0.319, 0.442, 0.340, 0.394, 0.347, 0.595, 0.462, 0.597, 0.364, 0.410, 0.471, 0.420, 0.383, 0.370, 0.692, 0.039, 0.385, 0.338, 0.446, -0.152, 0.346, 0.397, 0.337, 0.401, 0.518, 0.494, 0.367, 0.397, 0.557, 0.329, 0.474, 0.358, 0.427, 0.380, 0.351, 0.441, 0.371, 0.413, 0.104, -0.704, 1.057, 0.676, 0.017, -0.738, -0.231, -0.548, -1.318, 0.587, 1.704, -0.759, -1.931, 0.488, -0.149, -0.433, -0.639, -0.423, -0.146, 0.686, -1.454, 1.012, 0.670, 0.342, 0.387, 0.363, 0.382],
  "lumo_ev": [3.59, 3.58],
  "charge": -2,
  "orbital_gap_ev": [4.9, 4.4],
  "spin_multiplicity": 2,
  "total_energy_ha": -7067.2286
}

---

{
  "formula": "C4H5NO5S",
  "method": "ωB97M-V/def2-TZVPD",
  "symbols": ["O", "C", "C", "C", "S", "O", "O", "C", "N", "O", "O", "H", "H", "H", "H", "H"],
  "coordinates": [[-0.286, -0.392, -2.525], [-0.429, -0.128, -1.398], [-1.283, 0.760, -0.495], [-0.615, 1.129, 0.760], [-0.061, -0.472, 1.386], [-1.276, -1.278, 1.506], [0.966, -0.386, 2.412], [0.612, -1.093, -0.205], [1.825, -0.556, -0.496], [2.819, -1.242, -0.544], [1.929, 0.672, -0.659], [-1.263, 1.636, -1.199], [-2.177, 0.102, -0.381], [0.185, 1.990, 0.764], [-1.348, 1.372, 1.436], [0.401, -2.116, -0.364]],
  "mulliken_charge": [-0.423, 0.445, -0.460, -0.697, 1.069, -0.612, -0.629, -0.584, 0.959, -0.607, -0.553, 0.340, 0.342, 0.280, 0.490, 0.640],
  "lumo_ev": -0.60,
  "orbital_gap_ev": 9.7,
  "relative_energy_kcal_mol": 29.9,
  "total_energy_ha": -984.3766
}

---

{
  "formula": "ClH4NTi",
  "method": "ωB97M-V/def2-TZVPD",
  "symbols": ["Ti", "N", "H", "H", "H", "H", "Cl"],
  "coordinates": [[-2.132, 0.136, 0.394], [0.621, 0.210, -0.538], [-0.046, -0.279, -1.117], [0.188, 1.089, -0.292], [1.490, 0.353, -1.032], [0.616, -0.297, 0.336], [-0.736, -1.212, 2.248]],
  "mulliken_charge": [0.868, -0.377, 0.383, 0.384, 0.359, 0.267, 0.115],
  "lumo_ev": [-9.74, -14.11],
  "charge": 2,
  "orbital_gap_ev": [7.3, 8.1],
  "spin_multiplicity": 5,
  "total_energy_ha": -1365.9303
}